(1)
{
  "formula": "C21H38IrN5O6",
  "method": "the ωB97M-V functional and the def2-TZVPD basis",
  "spin_multiplicity": 2,
  "e_above_lowest_kj_mol": 159.9,
  "s_squared": 0.757,
  "energy_ev": -44937.690,
  "gap_ha": [0.2487, 0.1916],
  "total_charge": 3,
  "homo_ev": [-17.39, -17.39],
  "species": ["Ir", "C", "C", "N", "C", "C", "N", "C", "C", "C", "N", "C", "C", "N", "C", "H", "H", "H", "H", "H", "H", "H", "H", "H", "H", "H", "H", "H", "H", "H", "H", "H", "H", "H", "H", "H", "H", "H", "H", "C", "O", "C", "C", "O", "C", "H", "H", "H", "H", "H", "H", "H", "H", "H", "H", "O", "C", "O", "C", "C", "C", "C", "C", "C", "N", "O", "O", "H", "H", "H", "H"],
  "positions_angstrom": [[0.140047, -0.319356, -0.287455], [0.665826, -1.456267, -3.749941], [0.123454, -0.033329, -3.552369], [0.390964, 0.616585, -2.237422], [-0.183573, 1.995439, -2.217627], [-0.040307, 2.551323, -0.822074], [-0.582489, 1.571647, 0.152508], [-2.022990, 1.661766, 0.511291], [-2.997595, 1.460152, -0.634121], [-2.810331, 0.169307, -1.446131], [-1.845224, -0.837624, -0.890321], [-1.873401, -2.049538, -1.779366], [-0.730602, -2.971524, -1.448840], [0.511143, -2.180903, -1.322169], [1.349869, -2.067761, -2.547548], [1.416212, -1.453472, -4.540867], [-0.129852, -2.101789, -4.122308], [-0.948634, 0.016795, -3.726205], [0.570399, 0.625244, -4.300273], [1.401416, 0.716431, -2.108133], [-1.209196, 1.953388, -2.566192], [0.362650, 2.628134, -2.921132], [-0.527100, 3.521992, -0.715453], [1.014652, 2.680178, -0.587969], [-0.055450, 1.718711, 1.032792], [-2.201722, 2.638626, 0.965147], [-2.188606, 0.917338, 1.292378], [-2.983883, 2.312760, -1.312876], [-3.991021, 1.470083, -0.185057], [-2.493728, 0.370362, -2.463847], [-3.768988, -0.345603, -1.531488], [-2.206807, -1.103462, 0.025824], [-1.834252, -1.690542, -2.802383], [-2.828319, -2.567330, -1.664060], [-0.629299, -3.770661, -2.186349], [-0.898119, -3.453152, -0.493882], [1.114347, -2.642010, -0.643053], [1.694898, -3.071030, -2.808679], [2.239311, -1.500340, -2.276628], [2.515182, 1.455726, 2.882030], [1.176817, 1.250260, 2.384880], [0.353456, 0.494864, 3.263092], [0.253200, -0.959679, 2.887217], [-0.560548, -1.224585, 1.666815], [-1.198416, -2.516550, 1.873513], [2.476877, 1.989264, 3.831290], [3.038226, 2.060388, 2.146914], [3.022112, 0.497547, 3.012745], [-0.641366, 0.948567, 3.269423], [0.743683, 0.558200, 4.281164], [-0.262241, -1.465525, 3.703300], [1.228869, -1.425729, 2.745353], [-1.733885, -2.473739, 2.819414], [-0.454856, -3.313561, 1.905271], [-1.922934, -2.698210, 1.086909], [2.156476, -1.308737, 0.362252], [2.894110, -0.361906, -0.065418], [2.217557, 0.616181, -0.533315], [4.339646, -0.395526, -0.052432], [5.028980, -1.576298, 0.259906], [6.410661, -1.590210, 0.225746], [7.111057, -0.434710, -0.111224], [6.405494, 0.716043, -0.416566], [5.032414, 0.765591, -0.399345], [7.137018, 1.948233, -0.779482], [8.303172, 1.997318, -0.484205], [6.492607, 2.811211, -1.338763], [4.482509, -2.471054, 0.527698], [6.952771, -2.491634, 0.474143], [8.192874, -0.417573, -0.134710], [4.528187, 1.686680, -0.655454]],
  "forces_ev_per_a": [[-0.84, -0.69, -4.56], [0.03, 0.07, 0.07], [-0.09, 0.02, -0.15], [0.19, -0.37, 0.91], [0.21, 0.23, 0.00], [-0.11, 0.06, -0.14], [0.66, -0.05, 1.41], [-0.07, 0.08, -0.01], [0.09, -0.10, 0.04], [-0.14, 0.14, 0.01], [0.28, -0.03, 1.05], [-0.10, -0.06, -0.01], [-0.03, 0.03, -0.10], [0.35, -0.03, 0.72], [0.01, -0.12, -0.10], [-0.03, 0.05, -0.02], [0.00, -0.04, 0.05], [-0.02, -0.05, 0.00], [-0.02, 0.06, 0.05], [0.02, 0.13, -0.33], [-0.08, -0.02, 0.05], [0.03, -0.11, -0.04], [-0.10, -0.06, -0.01], [-0.01, 0.05, 0.05], [0.01, 0.26, -0.06], [0.03, 0.01, -0.04], [0.03, 0.01, 0.02], [0.03, 0.01, 0.00], [-0.01, -0.02, -0.02], [0.05, 0.06, -0.02], [0.04, -0.07, 0.00], [-0.25, -0.08, -0.12], [0.06, -0.01, -0.05], [-0.02, 0.10, 0.06], [0.02, 0.11, -0.10], [-0.01, -0.13, 0.07], [-0.02, -0.15, -0.09], [-0.05, 0.00, 0.01], [0.03, 0.02, 0.05], [-0.20, 0.00, -0.08], [-0.16, -0.08, -0.19], [0.03, 0.20, -0.35], [0.14, -0.08, 0.23], [0.69, 0.71, 0.40], [-0.03, -0.01, -0.15], [0.04, 0.01, 0.01], [0.01, -0.01, -0.01], [0.05, 0.00, 0.01], [-0.02, 0.02, 0.05], [-0.08, -0.12, 0.07], [0.04, -0.03, -0.03], [-0.03, 0.04, -0.09], [-0.03, -0.04, -0.04], [0.01, 0.01, -0.03], [-0.02, -0.02, -0.05], [-0.18, -0.10, 0.60], [-0.02, 0.05, 0.23], [-0.43, 0.10, 0.80], [0.05, -0.03, -0.09], [-0.01, 0.04, 0.04], [-0.01, 0.02, 0.04], [0.01, -0.02, 0.07], [-0.05, -0.07, 0.00], [-0.04, -0.03, -0.06], [0.08, 0.14, -0.01], [0.04, -0.06, -0.03], [-0.06, 0.02, 0.02], [0.00, 0.00, 0.00], [0.00, -0.01, -0.04], [0.00, 0.02, 0.01], [0.02, 0.00, 0.00]],
  "mulliken_charge": [8.296, -0.943, -0.921, -1.179, -0.723, -0.963, -1.306, -0.850, -0.992, -0.985, -1.103, -0.758, -0.977, -1.171, -0.772, 0.481, 0.297, 0.405, 0.726, 0.604, 0.474, 0.610, 0.545, 0.369, 0.386, 0.568, 0.336, 0.330, 0.403, 0.435, 0.749, 0.443, 0.447, 0.549, 0.542, 0.325, 0.463, 0.553, 0.132, -0.911, -0.508, -0.784, -0.703, -1.017, -1.109, 0.368, 0.269, 0.377, 0.251, 0.591, 0.689, 0.235, 0.456, 0.353, 0.495, -1.065, 0.346, -1.419, 0.765, -0.748, -0.865, -0.525, -0.275, -0.277, 1.013, -0.535, -0.570, 0.505, 0.476, 0.538, 0.759]
}

(2)
{
  "formula": "C21H39As3BrN3OPt",
  "method": "the ωB97M-V functional and the def2-TZVPD basis",
  "spin_multiplicity": 1,
  "e_above_lowest_kj_mol": 135.6,
  "energy_ev": -284719.957,
  "gap_ha": 0.2395,
  "total_charge": 2,
  "homo_ev": -13.03,
  "species": ["Pt", "O", "C", "C", "C", "N", "C", "Br", "C", "H", "H", "H", "H", "C", "As", "C", "C", "C", "C", "C", "As", "C", "C", "C", "As", "C", "C", "H", "H", "H", "H", "H", "H", "H", "H", "H", "H", "H", "H", "H", "H", "H", "H", "H", "H", "H", "H", "H", "H", "H", "H", "H", "H", "H", "C", "C", "C", "C", "N", "N", "C", "H", "H", "H", "H", "H", "H", "H", "H"],
  "positions_angstrom": [[-0.820438, -0.438245, 0.776990], [-3.427259, -3.267264, 5.844068], [-2.980506, -2.599522, 4.790199], [-3.362471, -1.296734, 4.460371], [-2.809089, -0.703253, 3.352969], [-1.916162, -1.309957, 2.557559], [-1.593448, -2.575892, 2.868907], [-0.439753, -3.438871, 1.661920], [-2.075455, -3.258805, 3.953456], [-4.078621, -2.773352, 6.360039], [-4.075690, -0.752103, 5.064367], [-3.086352, 0.305219, 3.079386], [-1.783076, -4.276121, 4.167584], [2.437811, -2.011351, 0.342373], [1.542289, -0.505216, 1.183275], [2.227241, -0.658969, 2.982474], [2.551185, 1.041630, 0.566000], [2.382956, 1.544285, -0.869941], [3.108246, 2.892280, -0.971044], [0.905192, 1.792799, -1.226041], [-0.276056, 0.276247, -1.592002], [-1.777678, 1.320566, -2.235265], [0.286795, -0.479141, -3.293264], [3.008551, 0.554476, -1.866230], [4.963772, 0.233925, -1.665703], [5.076244, -1.286960, -2.888807], [5.687445, 1.586279, -2.876612], [1.895319, -2.362898, -0.533545], [2.480741, -2.827204, 1.062153], [3.452984, -1.722420, 0.072571], [3.306034, -0.794474, 2.920626], [1.785027, -1.522699, 3.476603], [2.000102, 0.232255, 3.564086], [3.595624, 0.764800, 0.730187], [2.321479, 1.854053, 1.261498], [2.605509, 3.658326, -0.377357], [3.145253, 3.234181, -2.006723], [4.131165, 2.800136, -0.601979], [0.854667, 2.444846, -2.102377], [0.405754, 2.313178, -0.402461], [-1.458944, 1.858034, -3.127607], [-2.087708, 2.030775, -1.473946], [-2.617803, 0.676484, -2.488033], [0.609426, 0.360004, -3.905650], [-0.589373, -0.949532, -3.737046], [1.076004, -1.218343, -3.205713], [2.848167, 0.918102, -2.885984], [2.532534, -0.424599, -1.772190], [4.605003, -2.174803, -2.468764], [6.127317, -1.506915, -3.067421], [4.606302, -1.043421, -3.842923], [5.795989, 2.549384, -2.384010], [5.045413, 1.696973, -3.751627], [6.670923, 1.251989, -3.203697], [-5.524927, 2.664305, 0.486122], [-4.664192, 1.469918, 0.263972], [-4.931358, 0.260787, -0.339115], [-3.748197, -0.491370, -0.259854], [-2.810092, 0.227705, 0.357061], [-3.377861, 1.411353, 0.668546], [-3.490979, -1.868768, -0.766533], [-6.496697, 2.509343, 0.025897], [-5.077683, 3.560817, 0.055902], [-5.678458, 2.844545, 1.550912], [-5.862766, -0.046190, -0.783641], [-2.862450, 2.119836, 1.165694], [-3.665215, -1.919434, -1.842301], [-4.164725, -2.584016, -0.294946], [-2.462984, -2.170990, -0.563416]],
  "forces_ev_per_a": [[-1.06, 0.87, -1.07], [-0.02, -0.07, 0.01], [0.02, 0.06, -0.06], [-0.08, 0.00, 0.04], [0.05, 0.19, -0.02], [1.15, 0.07, -0.24], [0.01, 0.14, -0.15], [0.00, -0.49, 0.15], [-0.07, -0.03, 0.10], [0.04, 0.04, -0.04], [0.00, 0.01, -0.01], [0.04, 0.00, 0.02], [0.00, -0.01, -0.05], [-0.05, -0.10, 0.05], [0.31, -0.63, -0.11], [-0.30, 0.01, 0.17], [-0.26, 0.25, 0.14], [0.05, -0.20, -0.26], [-0.02, -0.01, 0.08], [0.22, 0.03, -0.12], [0.08, 1.34, 1.29], [-0.14, -0.20, -0.03], [-0.22, -0.74, 0.32], [0.11, 0.21, -0.16], [0.20, -0.10, 0.42], [-0.14, 0.12, -0.19], [-0.19, -0.02, -0.15], [0.03, 0.07, -0.04], [0.02, 0.02, 0.02], [0.00, 0.01, 0.00], [0.00, 0.03, -0.04], [0.00, -0.03, -0.04], [0.01, 0.03, -0.04], [-0.01, -0.02, 0.05], [-0.06, -0.06, 0.05], [0.01, -0.01, 0.02], [0.01, -0.01, 0.00], [0.01, 0.04, -0.01], [0.00, -0.05, -0.04], [-0.02, 0.05, -0.04], [0.05, -0.03, 0.00], [0.03, 0.01, -0.01], [-0.01, 0.02, -0.01], [0.01, 0.06, 0.09], [0.00, 0.03, -0.05], [0.04, 0.04, 0.00], [-0.10, -0.08, -0.01], [0.07, -0.02, -0.06], [0.00, 0.02, 0.05], [0.00, -0.01, 0.03], [0.01, -0.05, -0.02], [0.00, -0.02, 0.04], [0.05, 0.02, -0.03], [0.01, -0.01, 0.03], [0.07, 0.03, 0.08], [-0.12, -0.05, -0.08], [0.05, -0.06, -0.02], [-0.16, 0.18, 0.08], [0.07, -1.09, -0.28], [0.14, 0.21, 0.18], [0.03, 0.08, 0.00], [0.00, 0.00, -0.01], [-0.01, -0.01, -0.03], [-0.01, -0.01, 0.00], [-0.01, 0.02, 0.01], [0.07, -0.04, -0.05], [-0.01, -0.01, 0.00], [0.01, -0.01, 0.01], [-0.02, -0.05, 0.01]],
  "mulliken_charge": [0.457, -0.490, 0.885, -0.723, -0.444, -0.315, 0.206, -0.042, -0.549, 0.327, 0.364, 0.420, 0.529, -1.314, 0.605, -1.290, -1.707, 2.143, -2.142, -1.858, 0.471, -1.229, -1.286, -0.992, 0.270, -1.161, -1.161, 0.333, 0.601, 0.381, 0.473, 0.394, 0.411, 0.568, 0.635, 0.474, 0.461, 0.468, 0.692, 0.420, 0.535, 0.333, 0.400, 0.418, 0.531, 0.347, 0.967, -0.483, 0.276, 0.424, 0.372, 0.347, 0.360, 0.428, -1.305, 0.710, -1.012, 0.664, 0.047, -0.128, -1.258, 0.385, 0.332, 0.313, 0.544, 0.283, 0.352, 0.361, 0.172]
}